[1]
Below is a cluster of 4 separate species, C7H19O4 in total in a non-equilibrium geometry, with properties calculated with ωB97M-V with the def2-TZVPD basis set.

Element x y z (Å)
C1 -0.7001 -0.7214 -0.6588
H1 1.8936 -0.3718 -0.6265
H2 -0.1693 -0.2716 -2.7664
H3 1.2584 -2.6719 0.4014
C2 1.0645 -1.1276 3.2277
H4 -1.7433 -0.5628 -0.9585
H5 1.2748 -0.2314 3.7920
H6 -0.6909 -2.8759 -0.5030
H7 0.1423 -3.0998 1.7181
H8 -2.1061 2.4921 1.2342
H9 -2.4204 2.8731 -0.8212
C3 0.8424 -1.1163 1.9333
O1 -1.9621 3.3827 0.8833
H10 1.1440 1.6636 -1.2204
O2 -2.3528 2.5351 -1.7603
O3 1.6278 1.1646 -1.9167
C4 1.5934 -0.2238 -1.6683
H11 -1.4444 2.2599 -1.7047
H12 0.2608 -1.8758 -2.1878
H13 2.3892 -0.7052 -2.2471
C5 -0.7074 -2.0093 0.1723
C6 0.5261 -2.2991 1.1093
H14 1.0319 2.9921 0.0745
O4 0.2376 2.4260 -0.0063
H15 -1.6065 -2.0362 0.7869
H16 -1.0587 3.2569 0.4524
C7 0.2018 -0.8195 -1.8975
H17 0.9337 -2.0325 3.8081
H18 -0.4339 0.1728 -0.0863
H19 0.9736 -0.1668 1.4362

Properties
Charge: -2
Expectation value of S²: 0.751
Relative energy (zero: lowest compared OMol25 entry of this formula, charge and spin), eV: 0.408
2S+1: 2
E_tot, Ha: -578.95304
Gap between HOMO and LUMO (spin up / spin down), eV: 2.4 / 8.7

Here are the natural (NBO) charges for atoms 1 to 6, given in e: C -0.441; H 0.156; H 0.203; H 0.191; C -0.740; H 0.196

[2]
Below is a structure of composition C7H20AlCl2N4, with properties calculated with ωB97M-V with the def2-TZVPD basis set.

Element x y z (Å)
H1 -1.4906 2.6397 1.7655
C1 -1.1202 2.0355 0.9395
H2 3.4287 -0.4877 1.2703
H3 -2.3532 0.3502 1.1262
H4 2.0747 0.2617 2.1022
H5 0.2075 -0.8986 -2.4460
N1 -1.3597 0.5737 1.2025
H6 0.6228 3.2235 0.4433
H7 1.3662 -1.9054 1.5374
H8 -1.6804 2.3148 0.0491
C2 0.3750 2.2081 0.7531
C3 2.3244 0.9026 0.0322
H9 0.8822 2.0282 1.7023
H10 -1.4699 1.4586 -1.9573
C4 -0.5292 1.0307 -2.3014
Cl1 -1.3334 -2.4505 0.3118
H11 -0.5001 1.1371 -3.3845
H12 2.8742 1.8089 0.2897
N2 -0.5227 -0.4193 -1.9123
N3 0.8822 1.2126 -0.2479
C5 2.4089 -0.1295 1.1416
Al1 -0.2030 -0.5288 0.0341
H13 2.7709 0.4974 -0.8768
Cl2 -3.6429 -4.6844 2.0270
H14 1.5785 1.4593 -2.2335
C6 -2.7668 -4.7830 0.6982
H15 1.9605 -1.8263 0.0482
C7 0.6831 1.6953 -1.6598
H16 -1.7791 -5.2321 0.7501
H17 -1.1455 0.3844 2.1854
N4 1.4922 -1.2572 0.7589
H18 -1.3848 -0.8745 -2.2149
H19 0.5708 2.7790 -1.6803
H20 -3.2210 -4.5237 -0.2538

Properties
Charge: +3
E_tot, Ha: -1659.67398
Gap between HOMO and LUMO, eV: 9.3

Here are the natural (NBO) charges for atoms 1 to 6, given in e: H 0.270; C -0.244; H 0.272; H 0.451; H 0.226; H 0.438

[3]
Below is a cluster of 3 separate species, C7H20N2 in total in a non-equilibrium geometry, with properties calculated with ωB97M-V with the def2-TZVPD basis set.

Element x y z (Å)
H1 -1.3659 -0.7021 3.2332
H2 -3.3512 -0.4476 2.0277
H3 -3.0613 -0.1566 -2.7619
H4 2.5715 1.2503 1.7596
H5 1.1406 -0.5017 -1.8889
H6 0.8469 -1.7328 0.2968
N1 -1.4252 0.1134 2.6227
C1 2.7690 1.1090 0.6982
H7 2.8122 2.0878 0.2225
C2 -2.4930 0.2290 1.9828
H8 -2.8615 0.8720 -1.3417
H9 -1.4911 0.5650 -2.4029
N2 0.3445 0.8578 0.1967
H10 -1.2846 -0.7910 -0.3635
C3 -1.9960 -1.0939 -1.1261
H11 3.7396 0.6315 0.5880
C4 1.9384 0.0788 -1.4357
H12 -2.8738 -1.5264 -0.6493
H13 2.5785 -1.6247 0.6375
C5 1.6229 -1.1177 0.7438
H14 0.0627 0.8870 1.1722
H15 1.4035 -1.0021 1.8029
C6 1.6627 0.2508 0.0610
H16 1.9799 1.0481 -1.9272
H17 -2.5920 1.0785 1.3201
H18 0.3565 1.8074 -0.1590
C7 -2.3787 0.1197 -1.9620
H19 2.8840 -0.4314 -1.5957
H20 -1.5388 -1.8581 -1.7518

Properties
Charge: 0
Relative energy (zero: lowest compared OMol25 entry of this formula, charge and spin), eV: 0.000
E_tot, Ha: -388.18567
Gap between HOMO and LUMO, eV: 9.9
Structure (SMILES): CC(C)(C)N.C=N.CC

Here are the natural (NBO) charges for atoms 1 to 6, given in e: H 0.342; H 0.150; H 0.197; H 0.207; H 0.214; H 0.214

[4]
Below is a cluster of 7 separate species, C7H20O6 in total in a non-equilibrium geometry, with properties calculated with ωB97M-V with the def2-TZVPD basis set.

Element x y z (Å)
C1 1.2418 -1.6677 -1.2092
H1 1.1277 3.0289 -1.4586
H2 -1.3092 -2.0629 1.2755
O1 -1.4279 1.2804 -1.1892
C2 2.1947 0.3745 0.4528
H3 0.6998 -2.7127 0.5625
H4 -0.0143 2.6968 0.5767
H5 -3.2573 -0.6318 1.2615
H6 0.8749 -2.4176 -1.8818
H7 -1.3336 -0.4204 -1.6165
H8 -2.0880 -1.5632 -2.3767
C3 1.1688 -1.8162 0.1646
C4 1.8264 -0.4890 -1.7543
C5 1.6264 -0.8150 1.0133
H9 -1.8701 -1.8047 -0.0894
C6 1.5150 -0.9695 2.4904
O2 -3.6143 0.2718 1.3580
H10 0.3864 1.4998 1.5077
H11 -2.3700 1.4294 -0.9930
O3 0.3337 3.3504 -1.0221
H12 -0.3844 2.7597 -1.3425
H13 2.6140 1.1206 1.1453
H14 -3.0820 0.7729 1.9767
O4 -1.3828 -1.4087 -1.7371
H15 1.9034 -0.3648 -2.8287
H16 1.6588 -2.0126 2.7736
H17 0.4797 -0.7216 2.8467
H18 2.2501 -0.3677 3.0058
C7 2.3052 0.4971 -0.9262
O5 -0.3615 2.0128 1.1926
O6 -2.1680 -1.9750 0.8529
H19 2.8067 1.3948 -1.2946
H20 -1.0600 1.2485 -0.2602

Properties
Charge: +1
Expectation value of S²: 0.768
Relative energy (zero: lowest compared OMol25 entry of this formula, charge and spin), eV: 0.000
2S+1: 2
E_tot, Ha: -729.85620
Gap between HOMO and LUMO (spin up / spin down), eV: 8.7 / 4.6

Here are the natural (NBO) charges for atoms 1 to 6, given in e: C -0.032; H 0.468; H 0.450; O -1.005; C -0.073; H 0.242

[5]
Below is a cluster of 4 separate species, C7H21BFO6 in total in a non-equilibrium geometry, with properties calculated with ωB97M-V with the def2-TZVPD basis set.

Element x y z (Å)
O1 0.5763 -2.8150 -0.1893
O2 2.4666 5.9426 -2.4178
H1 -3.1186 0.1960 2.5181
O3 -0.0676 -6.2908 1.2818
H2 -0.6571 -4.3620 -1.0061
O4 -1.4870 -0.8446 1.7096
H3 0.0210 1.4608 -0.1095
C1 -0.1033 4.8148 -0.4113
H4 0.0673 -8.2807 1.7868
H5 1.6685 -1.1964 0.6776
H6 -1.6465 -3.0308 -0.0955
H7 1.6444 7.2387 -3.7772
H8 0.3562 5.6473 -0.9492
C2 1.8749 6.1750 -3.6828
O5 -0.6610 3.9126 -1.3490
C3 -0.1905 0.9943 0.9573
H9 0.6584 4.3017 0.1809
H10 -0.6363 -4.3580 0.8786
H11 0.9522 5.5956 -3.7664
B1 -2.4898 0.2602 1.5272
H12 -0.8784 -0.7727 -0.4977
F1 -3.2677 -0.1899 0.3265
H13 -0.8919 5.1967 0.2418
C4 0.5103 -7.3206 2.0628
H14 2.5731 5.8843 -4.4716
O6 -1.5636 1.4331 1.3528
H15 2.6599 4.9912 -2.3631
C5 -0.5269 -0.5724 0.6097
H16 0.5942 -2.1293 1.9389
C6 0.6122 -1.7324 0.8211
H17 0.6272 1.2659 1.7492
H18 1.5900 -7.3439 1.8955
C7 -0.6416 -3.6405 -0.0559
H19 0.3116 -7.1201 3.1182
H20 0.1249 -6.4958 0.3509
H21 -1.0612 3.1852 -0.8427

Properties
Charge: -1
E_tot, Ha: -855.46495
Gap between HOMO and LUMO, eV: 7.8

Here are the natural (NBO) charges for atoms 1 to 6, given in e: O -0.580; O -0.726; H -0.174; O -0.716; H 0.152; O -0.756

[6]
Below is a structure of composition C7H21BaNO8P in a non-equilibrium geometry, with properties calculated with ωB97M-V with the def2-TZVPD basis set.

Element x y z (Å)
H1 1.7590 3.7473 -0.0376
O1 2.7155 -2.0916 0.6546
O2 -1.0184 -2.0393 -0.2291
C1 -0.5682 3.0157 -0.9201
N1 -0.4616 0.9420 -2.2201
H2 -0.9116 -2.1438 -2.9514
C2 0.1805 0.6710 3.6630
H3 0.1330 -0.8988 2.4625
H4 -2.9044 0.4088 -1.2394
C3 1.0554 3.4242 0.7343
H5 0.3615 -0.1094 4.4077
H6 -2.0567 2.3926 -2.3811
H7 -0.7131 1.1962 4.0283
H8 0.2678 -3.4380 -3.0235
O3 0.1317 2.5019 0.1860
C4 -2.2959 1.1424 -0.7054
H9 0.4000 -3.4843 -0.5886
H10 -3.0083 1.7942 -0.1938
C5 -0.4938 -3.0605 -1.0737
O4 2.9025 -2.3406 3.0337
H11 0.0870 3.4032 -1.7151
H12 1.7876 -2.1669 -2.8119
H13 1.5966 3.0829 1.6162
H14 1.0338 1.3556 3.6849
H15 -0.9405 0.2922 -2.8378
O5 2.2353 -4.2379 1.6408
O6 0.4686 -2.2561 1.8450
P1 1.9543 -2.7382 1.8779
Ba1 1.1552 -0.1773 -0.1189
H16 0.1117 1.5047 -2.8536
H17 -1.2902 -3.8098 -1.1356
C6 -0.0592 -2.5888 -2.4198
H18 0.4799 4.2711 1.1331
H19 -1.2326 3.8224 -0.5935
O7 -0.0708 0.0886 2.4063
H20 -1.7278 0.5771 0.0280
O8 1.0693 -1.6853 -2.3979
H21 -0.7394 -2.2928 0.6896
C7 -1.3936 1.9253 -1.6440

Properties
Charge: -1
Relative energy (zero: lowest compared OMol25 entry of this formula, charge and spin), eV: 1.076
E_tot, Ha: -1302.96884
Gap between HOMO and LUMO, eV: 2.7

Here are the Mulliken charges for atoms 1 to 6, given in e: H 0.373; O -0.910; O -0.439; C -1.016; N -0.362; H 0.140

Copy entry 3 word for word.
Below is a cluster of 3 separate species, C7H20N2 in total in a non-equilibrium geometry, with properties calculated with ωB97M-V with the def2-TZVPD basis set.

Element x y z (Å)
H1 -1.3659 -0.7021 3.2332
H2 -3.3512 -0.4476 2.0277
H3 -3.0613 -0.1566 -2.7619
H4 2.5715 1.2503 1.7596
H5 1.1406 -0.5017 -1.8889
H6 0.8469 -1.7328 0.2968
N1 -1.4252 0.1134 2.6227
C1 2.7690 1.1090 0.6982
H7 2.8122 2.0878 0.2225
C2 -2.4930 0.2290 1.9828
H8 -2.8615 0.8720 -1.3417
H9 -1.4911 0.5650 -2.4029
N2 0.3445 0.8578 0.1967
H10 -1.2846 -0.7910 -0.3635
C3 -1.9960 -1.0939 -1.1261
H11 3.7396 0.6315 0.5880
C4 1.9384 0.0788 -1.4357
H12 -2.8738 -1.5264 -0.6493
H13 2.5785 -1.6247 0.6375
C5 1.6229 -1.1177 0.7438
H14 0.0627 0.8870 1.1722
H15 1.4035 -1.0021 1.8029
C6 1.6627 0.2508 0.0610
H16 1.9799 1.0481 -1.9272
H17 -2.5920 1.0785 1.3201
H18 0.3565 1.8074 -0.1590
C7 -2.3787 0.1197 -1.9620
H19 2.8840 -0.4314 -1.5957
H20 -1.5388 -1.8581 -1.7518

Properties
Charge: 0
Relative energy (zero: lowest compared OMol25 entry of this formula, charge and spin), eV: 0.000
E_tot, Ha: -388.18567
Gap between HOMO and LUMO, eV: 9.9
Structure (SMILES): CC(C)(C)N.C=N.CC

Here are the natural (NBO) charges for atoms 1 to 6, given in e: H 0.342; H 0.150; H 0.197; H 0.207; H 0.214; H 0.214

Q: Among the records above, which one has the highest charge?
A: C7H20AlCl2N4

Q: Which value of charge does entry 3 give?
A: 0